(w)
The following is a quantum chemistry calculation of a cluster of 2 separate species, C2H10NO in total, from the Open Molecules 2025 dataset.

Properties
HOMO: -15.435 eV
Charge: +1
Gap between HOMO and LUMO: 11.693 eV
LUMO energy: -3.742 eV
Multiplicity: 1

Bonds (Å) are listed after each position.
Positions of all 14 atoms, in Å:
1 O -0.56587 0.38834 -1.05730  C4 1.475, H12 0.949
2 N 1.64276 1.34541 -0.00814  H5 1.077, H7 1.021, H9 1.034, H14 1.024
3 C -0.66802 -1.03281 0.92695  C4 1.517, H8 1.093, H10 1.085, H13 1.089
4 C -1.31888 -0.69731 -0.40140  O1 1.475, C3 1.517, H6 1.088, H11 1.087
5 H 0.73448 0.82809 -0.26559  N2 1.077
6 H -2.34356 -0.36386 -0.25288  C4 1.088
7 H 2.41646 0.88511 -0.48941  N2 1.021
8 H 0.36491 -1.34302 0.75107  C3 1.093
9 H 1.85434 1.19704 0.99264  N2 1.034
10 H -1.18099 -1.87355 1.38281  C3 1.085
11 H -1.33870 -1.54519 -1.08200  C4 1.087
12 H -0.42323 0.05111 -1.93297  O1 0.949
13 H -0.71188 -0.18876 1.61360  C3 1.089
14 H 1.53816 2.34940 -0.17738  N2 1.024



(x)
The following is a quantum chemistry calculation of a cluster of 2 separate species, C2H10NO in total, from the Open Molecules 2025 dataset.

Properties
HOMO: -14.382 eV
Charge: +1
Gap between HOMO and LUMO: 10.633 eV
LUMO energy: -3.749 eV
Multiplicity: 1

Bonds (Å) are listed after each position.
Positions of all 14 atoms, in Å:
1 O 1.79307 0.05318 -0.01065  C3 1.488, H6 1.019
2 N -1.12847 1.48198 -0.28160  C4 1.583, H7 1.071, H9 1.012, H11 1.052
3 C 1.69229 -1.41543 0.20408  O1 1.488, H8 0.971, H10 1.049, H13 1.111
4 C -1.72272 0.07505 0.13369  N2 1.583, H5 1.069, H12 1.055, H14 1.051
5 H -1.20865 -0.82799 -0.11753  C4 1.069
6 H 2.74994 0.22503 -0.31708  O1 1.019
7 H -0.41399 1.31976 -1.06243  N2 1.071
8 H 2.53124 -1.67764 0.61757  C3 0.971
9 H -0.48939 1.81984 0.42692  N2 1.012
10 H 0.84195 -1.48232 0.81418  C3 1.049
11 H -1.79627 2.23871 -0.57680  N2 1.052
12 H -2.71094 0.14248 -0.22981  C4 1.055
13 H 1.49728 -1.90433 -0.77381  C3 1.111
14 H -1.63534 -0.04830 1.17326  C4 1.051



(w) is the most stable structure; the next one sits 1.533 eV above it.